Entry from the Open Molecules 2025 dataset: a structure of composition C67H81AsN16PbS2 at a distorted geometry (ωB97M-V/def2-TZVPD).

As for the total energy: -6702.5027 Ha. The charge is +2.

```
168
Properties=species:S:1:pos:R:3:forces:R:3:lowdin_charge:R:1
C 4.32180 -3.75180 0.71470 0.1 0.3 -0.4 -0.19
C 4.37370 -2.58960 -1.39720 -0.1 0.1 -0.1 -0.12
C 2.36910 -0.20720 4.17730 0.1 0.2 0.1 -0.02
H 3.40180 1.20540 5.43150 0.1 0.0 0.1 0.12
C -2.12370 6.42240 3.42990 -0.1 0.0 0.4 -0.19
C -0.20320 6.05640 5.09470 -0.1 0.1 0.2 -0.11
C 1.58700 -3.89220 -2.69620 0.1 0.1 0.1 -0.14
H 0.88480 -5.36970 4.42520 -0.1 0.0 0.0 0.11
H -1.40000 6.41120 2.61110 0.0 0.0 -0.2 0.11
C -1.43830 6.87110 4.72110 0.2 -0.1 -0.2 -0.24
H -3.47720 4.91600 2.68710 0.0 0.0 0.1 0.12
H -3.00750 -0.58480 5.13240 0.0 -0.1 -0.1 0.05
H -1.42100 -0.54060 2.55960 -0.2 -0.2 0.0 0.02
H -3.41660 4.61220 -3.63710 0.1 0.1 0.1 0.13
C -0.80350 -2.40730 -4.30990 0.0 0.0 0.1 -0.03
H 5.36950 2.44020 -1.19910 0.0 -0.1 0.0 0.12
H 1.99780 8.27570 -1.45550 0.0 0.1 0.0 0.11
H 3.49960 6.47500 2.11890 0.0 0.0 0.1 0.12
C 1.49370 -4.81020 -3.72360 0.2 0.0 -0.1 -0.08
C 3.76120 0.09910 -4.58500 -0.3 0.0 -0.3 -0.04
C -2.87740 -0.36080 1.03910 -0.1 0.1 0.0 -0.35
H 2.40040 -1.02190 4.88330 0.0 -0.1 0.0 0.12
H 0.11120 -4.18610 2.42880 0.0 -0.1 0.0 0.08
C 3.22490 0.61560 -2.20070 -0.1 0.3 -0.1 -0.41
N 1.69760 0.60250 2.03410 0.5 0.4 0.1 -0.07
H -2.43960 -1.63720 6.41240 0.0 -0.1 -0.1 0.08
C 6.39120 -3.51210 -0.47610 0.1 0.0 0.0 -0.06
C -2.79630 5.05880 3.53620 -0.4 0.2 -0.1 -0.18
H -2.30660 -5.23130 -1.20620 0.0 0.1 0.0 0.17
C 2.12470 5.01680 -0.60630 -0.1 -0.5 0.1 -0.41
C -0.33500 0.70410 -3.01790 0.3 0.2 -0.1 -0.29
N -1.51670 3.70130 -1.23530 -0.2 0.2 -0.3 -0.09
H -0.73840 2.69950 -5.09780 0.0 -0.1 -0.1 0.10
H 0.96500 -7.59220 -1.88420 0.0 -0.1 0.0 0.11
C 1.17310 -4.37210 2.55060 -0.2 0.1 -0.1 -0.12
S 1.75900 3.40120 -1.27170 0.6 0.9 -0.2 1.04
C 3.44690 -4.22790 1.78170 -0.4 0.0 0.2 -0.19
C 1.74940 -0.35190 2.94400 0.0 -0.1 0.2 -0.16
N -1.04200 -2.36460 -1.78580 -0.1 0.4 0.3 0.14
H 0.53470 6.08010 4.29290 0.1 0.0 -0.1 0.07
H -0.84750 0.87980 -3.95670 -0.1 -0.3 0.0 0.09
N 3.92860 0.85650 -3.35970 0.0 0.1 0.3 -0.08
C 1.16140 0.63290 -3.31950 -0.1 -0.1 -0.3 -0.24
C -2.78270 0.37510 7.08660 0.2 0.1 -0.1 -0.24
H -1.75620 -5.05620 -6.20330 0.0 -0.1 0.0 0.11
C 2.70650 5.12310 0.65440 -0.2 0.4 -0.3 -0.24
C -1.83570 -3.14650 0.48180 0.0 -0.1 0.1 -0.13
N -1.82430 3.27260 -3.38200 -0.1 0.1 0.1 -0.08
H -2.92490 -3.01730 0.57250 0.2 -0.1 0.0 0.14
C 1.60100 -5.04710 3.68440 -0.1 0.0 0.1 -0.08
H 6.14660 0.84960 -1.09250 -0.1 0.0 0.0 0.13
H 1.21020 -6.86630 -4.23240 0.0 -0.1 -0.1 0.11
H -2.42520 3.10800 0.56500 0.0 0.0 0.0 0.09
H -0.71540 2.69050 0.38900 -0.1 0.2 0.1 -0.01
C 1.13740 -6.55170 -2.11550 0.0 -0.1 0.0 -0.07
H -0.80810 -2.81670 -6.39730 0.0 0.0 -0.1 0.11
As 1.74150 -2.89270 -0.03610 0.9 -0.6 0.1 1.34
C -1.13290 -2.91150 -3.05460 -0.5 -0.7 -0.1 -0.24
H 3.07330 8.47700 0.75460 0.0 0.1 0.1 0.11
H -2.16250 5.69550 -1.31220 -0.1 -0.1 0.0 0.13
C 5.69220 -3.97220 0.62480 -0.1 0.0 0.0 -0.01
C -2.42400 1.83960 6.81560 -0.2 0.0 0.0 -0.19
C 1.23730 -5.63020 -1.08570 -0.1 0.1 0.3 -0.09
H -1.13900 7.91480 4.60520 -0.1 0.0 0.1 0.11
C -3.61620 0.72240 -0.65990 -0.9 0.1 0.5 -0.21
N -0.62620 1.69250 -2.00240 -0.1 0.3 0.0 -0.07
C -2.36400 -0.62800 6.01120 -0.1 0.0 0.2 -0.11
Pb 0.28060 0.25720 -0.26090 -0.2 -0.3 0.3 1.36
H -0.98320 4.23340 2.96110 0.0 -0.1 0.2 0.09
H -2.15840 6.81920 5.54030 -0.1 0.1 0.0 0.11
H -3.39100 5.01990 4.44790 0.0 0.0 0.0 0.11
C -1.69000 -4.20770 -2.96500 0.2 0.5 -0.4 -0.19
N 2.92730 3.96530 1.42120 0.2 -0.3 0.2 0.14
C 5.30750 1.39770 -1.53200 0.2 0.3 -0.1 -0.10
H -1.33310 -0.46510 5.69840 0.1 0.0 -0.1 0.07
H -0.66870 -0.25900 -2.61950 -0.1 -0.1 -0.3 0.04
C 2.26370 2.78300 1.21620 -0.2 0.4 -0.7 -0.36
C -1.92490 2.69180 3.71280 0.2 0.1 -0.2 -0.78
H -2.31530 1.87200 -4.87950 0.1 0.0 -0.1 0.09
C 2.79090 7.50850 0.37680 0.0 -0.1 0.1 -0.07
C -3.27690 2.56870 5.77100 0.0 0.2 0.4 -0.17
C 1.27080 -6.14580 -3.43200 0.1 0.0 0.0 -0.07
C -3.86120 1.27240 -1.91590 0.0 -0.1 0.1 -0.01
H -0.36720 -1.43080 -4.42970 0.0 0.1 0.0 0.08
N 1.67760 2.47240 0.11580 -0.1 -0.4 0.7 -0.30
H -4.65460 -0.26710 2.19770 0.1 -0.1 -0.1 0.17
S -0.74480 1.70550 3.05240 0.3 -0.2 -0.1 0.79
H -1.59570 -4.11970 0.93930 -0.1 0.2 0.0 0.12
N 4.03890 0.83050 -1.13020 0.4 -0.1 -0.3 -0.09
H 4.91710 -5.13270 3.05880 0.1 0.0 0.0 0.11
C 2.93290 1.02090 4.47700 -0.1 -0.2 -0.1 -0.02
H 3.85760 -2.04400 -2.17840 0.0 0.0 -0.1 0.09
H -0.45490 5.01930 5.30550 0.1 0.0 0.0 0.05
H -7.10300 2.17170 -1.46060 -0.1 0.0 0.0 0.11
C -1.58270 -4.48050 -5.30630 -0.1 -0.1 0.1 -0.08
C 2.08040 -3.95390 1.58910 0.0 0.0 0.0 -0.32
H 6.01860 0.58250 -3.42580 -0.1 0.0 0.0 0.12
N -1.79460 4.01040 3.52240 -0.1 -0.1 0.1 0.00
N -4.16980 -0.05290 1.33990 0.0 0.0 0.2 0.18
C -1.45960 3.45030 0.17270 0.1 -0.3 -0.1 -0.08
C -6.13430 1.76610 -1.21270 0.0 -0.1 0.2 -0.08
H 3.27970 -5.84030 4.74900 0.0 -0.1 0.1 0.11
H -2.91790 1.14050 4.35900 0.2 0.2 -0.1 0.07
H 1.48800 1.58590 -3.75530 -0.1 0.0 -0.1 0.12
C -2.04270 -1.20130 1.94430 0.0 -0.1 0.2 -0.20
H 4.21920 0.91000 0.93140 -0.1 0.0 0.0 0.10
H 1.15260 -5.95900 -0.05580 0.0 0.0 0.0 0.10
C -1.04270 -3.19730 -5.41420 0.1 0.1 -0.1 -0.08
H 4.71010 -0.62770 0.19780 -0.1 0.1 0.0 0.09
C -1.90730 -5.01140 -4.07390 0.0 0.0 0.0 -0.01
C -5.11270 1.80020 -2.16370 0.1 0.0 -0.1 -0.08
C 5.73440 -2.82910 -1.48920 0.0 0.1 -0.1 -0.07
H -2.53490 2.38340 7.75400 0.0 0.1 0.0 0.12
H -0.43910 -2.41830 1.77930 -0.1 0.1 -0.1 0.04
C -1.27940 2.78600 -2.22720 0.1 0.0 0.0 -0.41
H -3.11510 1.24120 -2.68670 0.1 0.0 -0.1 0.09
H -2.72000 -1.76750 2.61010 0.1 0.1 0.0 0.13
C 3.86870 -4.91310 2.91610 0.0 0.1 -0.1 -0.01
C 2.26990 1.78310 2.30040 0.3 -0.3 1.0 -0.30
N -1.92560 -4.39980 -1.62680 -0.1 0.1 0.1 0.18
N 1.94540 0.37890 -2.12010 0.1 -0.3 0.1 -0.03
H -6.73560 1.09950 0.74500 -0.1 0.0 0.0 0.11
H 3.30490 -0.87270 -4.39740 0.0 0.0 0.0 0.09
H 3.36060 4.12600 2.31580 -0.1 -0.1 -0.1 0.12
H 1.58190 -4.48590 -4.74920 0.0 0.0 -0.1 0.11
C 2.94810 -5.31480 3.86670 0.0 0.0 0.0 -0.06
C 1.83890 6.14360 -1.34940 0.1 0.0 0.2 -0.09
H 5.46810 2.26460 -3.53980 0.1 -0.1 0.1 0.13
C 3.03610 6.37660 1.14730 -0.1 -0.1 -0.1 -0.01
H 7.45170 -3.69590 -0.55140 0.1 0.0 0.0 0.11
H -3.85720 0.29250 7.26100 0.0 0.0 0.1 0.11
H 6.21140 -4.51410 1.40180 0.0 0.0 0.0 0.11
C 1.46270 -4.29440 -1.37280 -0.1 0.0 0.1 -0.38
C 5.27930 1.30210 -3.05760 0.3 0.2 -0.1 -0.10
H 2.98290 -0.20030 0.29940 0.2 -0.1 0.1 0.02
C 3.66640 -3.03960 -0.29800 0.3 -0.1 0.1 -0.33
N -2.95060 2.15070 4.41380 -0.2 -0.1 -0.2 0.02
H 4.74320 -0.08110 -5.01950 0.0 0.0 0.0 0.09
H 1.74740 -2.84100 -2.90740 0.0 0.0 -0.1 0.09
H -2.24360 3.55580 -5.36990 0.0 0.0 0.0 0.10
C -2.42390 4.57670 -3.18010 -0.1 0.4 0.1 -0.11
H -3.08550 3.63600 5.85690 -0.1 0.0 0.0 0.10
H 3.32190 2.98330 3.77480 0.0 0.1 0.0 0.11
C 2.18630 7.39630 -0.86100 0.0 0.0 -0.1 -0.07
C -2.46760 4.70560 -1.66360 -0.2 0.1 -0.1 -0.11
H -3.46990 4.48260 -1.26920 0.1 0.0 0.0 0.13
H -5.32440 2.22150 -3.13450 0.0 0.0 -0.1 0.11
C 2.88210 2.02910 3.53060 -0.2 0.0 -0.5 0.00
N -1.16170 -2.05260 1.16760 0.1 -0.2 0.1 -0.11
H 1.26620 -1.28150 2.67610 0.0 -0.2 0.0 0.09
H -1.37570 1.90710 6.51650 0.1 0.1 0.0 0.11
H -2.27950 0.08690 8.01180 -0.1 0.0 0.0 0.11
C -1.53840 -3.26210 -0.98110 -0.1 -0.1 -0.2 -0.34
H 1.29740 -0.15270 -4.06530 0.0 0.0 -0.1 0.09
H 3.17010 0.64310 -5.32210 0.0 -0.1 0.0 0.09
C -1.76430 2.80600 -4.74560 0.1 -0.2 -0.1 -0.03
C 3.98360 0.19070 0.14620 -0.1 -0.1 0.1 -0.05
N -2.50330 0.10550 -0.12160 0.2 -0.4 0.0 0.11
H 1.37110 6.02820 -2.31440 -0.1 0.1 -0.2 0.11
H 6.28830 -2.49040 -2.35160 0.1 0.0 -0.1 0.11
H -4.33980 2.38750 5.94440 0.0 0.1 0.0 0.13
H -1.79830 5.35510 -3.63520 -0.1 0.0 0.0 0.13
C -4.67720 0.65520 0.27440 0.2 0.3 -0.5 -0.18
H -2.89110 7.15330 3.17890 0.0 0.0 -0.1 0.12
H 0.25390 6.47760 5.98740 0.1 0.0 0.0 0.08
H -2.31520 -6.00610 -3.97990 -0.1 -0.1 0.0 0.12
C -5.93800 1.17690 0.02120 0.0 0.0 0.0 -0.01
H -1.18620 4.38300 0.67100 0.1 0.0 0.1 0.09
```
Forces are in eV/Å.